DFT (wB97M-V/def2-TZVPD) results for C33H49AlCl3N2O3PSi as an isolated structure.

Properties
Total charge   0
Kohn-Sham gap (alpha / beta)   3.7 / 3.9 eV
Highest occupied orbital energy (alpha / beta)   -3.6 / -3.7 eV
Energy relative to the best compared isomer or geometry (same formula, charge and spin)   193.91 kcal per mole

```
93
Properties=species:S:1:pos:R:3:lowdin_charge:R:1
C 1.9496 -1.0867 -5.0346 -0.056
C 1.5572 0.2880 -4.6286 -0.241
H 2.1553 -1.1430 -6.1063 0.073
H 1.1484 -1.7972 -4.8014 0.082
H 2.8158 -1.4203 -4.4583 0.085
C 0.9772 1.1632 -5.4686 -0.127
C 0.4938 0.7841 -6.8369 -0.120
H 0.8175 2.2088 -5.1921 0.096
H -0.1139 -0.1396 -6.8101 0.075
H 1.3096 0.6400 -7.5683 0.076
H -0.1701 1.5711 -7.2161 0.062
Al 0.1615 -0.4423 -0.2698 -0.757
Cl 2.4044 -0.6558 -0.0535 0.417
Cl -0.3732 -1.6172 1.7703 0.461
C 1.2644 2.0180 0.7655 -0.206
O 0.3568 1.2309 0.3415 -0.072
N 0.9020 3.1768 1.2684 -0.120
C -0.5013 3.5595 1.2303 0.007
C 1.8990 4.1771 1.5885 -0.021
H 2.3151 1.7388 0.6933 0.108
H -1.1230 2.6678 1.2503 0.085
H -0.7087 4.1243 0.3155 0.088
H -0.7122 4.1824 2.1020 0.096
H 2.8871 3.7102 1.6648 0.103
H 1.6500 4.6585 2.5373 0.097
H 1.9427 4.9442 0.8072 0.085
H -1.4063 -0.8914 -3.2585 0.059
H -2.6117 2.2083 -4.2106 0.096
C -2.4577 -0.5686 -3.1797 -0.043
C -3.2679 1.7700 -3.4435 -0.038
N -2.5389 0.7909 -2.6438 -0.163
H -3.0402 -1.2775 -2.5655 0.095
C -2.1873 1.1164 -1.3846 -0.214
O -1.6980 0.2952 -0.5650 -0.067
H -3.6353 2.5625 -2.7826 0.093
H -2.3720 2.1673 -1.1059 0.152
H -2.8672 -0.5517 -4.1999 0.095
H -4.1031 1.2808 -3.9579 0.097
O 1.0165 -0.5687 -2.5427 -0.322
C 1.6818 0.4897 -3.1144 -0.437
C 0.1107 2.5145 -2.7886 -0.069
C 1.3821 1.9688 -2.6843 -0.157
H -0.6723 1.8953 -3.2192 0.089
C -0.1528 3.8452 -2.4270 -0.091
H 2.7657 0.3691 -2.9198 0.115
C 2.4323 2.8122 -2.3006 -0.029
H -1.1810 4.2260 -2.4651 0.102
C 0.9051 4.6866 -2.0684 -0.114
C 2.2005 4.1634 -2.0033 -0.097
H 3.4473 2.4139 -2.2764 0.118
H 0.7070 5.7399 -1.8229 0.106
H 3.0324 4.8286 -1.7429 0.105
Si 0.8986 -3.8667 -0.5302 0.561
Cl -0.7658 -2.1051 -1.0534 0.646
C -0.4928 -4.7393 0.5144 -0.232
C 2.3436 -3.6777 0.6157 -0.232
C 1.3037 -4.5772 -2.1811 -0.190
H -1.4943 -4.3094 0.3210 0.008
H -0.2963 -4.6399 1.5981 0.012
H -0.5342 -5.8166 0.2778 0.027
H 0.4704 -4.4668 -2.8850 0.038
H 1.5326 -5.6404 -2.0302 0.045
H 2.1875 -4.0735 -2.5908 0.044
H 2.8260 -2.6957 0.4534 -0.082
H 3.0747 -4.4635 0.3537 0.049
H 2.0610 -3.7704 1.6759 0.026
C 1.8143 -0.8532 3.7565 -0.245
P 0.0516 -1.0588 3.8437 0.649
C -0.5174 -2.5246 4.6658 -0.399
C -1.8036 -2.5625 5.2498 -0.117
C -2.3454 -3.7896 5.6251 -0.117
C -1.6072 -4.9685 5.4681 -0.141
C -0.2865 -4.9148 5.0068 -0.123
C 0.2768 -3.6958 4.6266 -0.139
C -0.9317 0.4209 3.9659 -0.384
C -0.4657 1.4629 4.8015 -0.105
C -1.2212 2.6275 4.9435 -0.116
C -2.4406 2.7665 4.2632 -0.131
C -2.8870 1.7458 3.4180 -0.117
C -2.1417 0.5824 3.2609 -0.132
H 2.2962 -1.8247 3.5842 0.042
H 2.1449 -0.4446 4.7206 0.043
H 2.0861 -0.1768 2.9359 0.024
H -2.3748 -1.6374 5.3600 0.097
H -3.3634 -3.8246 6.0141 0.096
H -2.0576 -5.9280 5.7166 0.084
H 0.3025 -5.8314 4.9151 0.097
H 1.3118 -3.6516 4.2805 0.078
H 0.4805 1.3324 5.3419 0.100
H -0.8562 3.4252 5.5990 0.097
H -3.0396 3.6722 4.4054 0.094
H -3.8318 1.8586 2.8847 0.101
H -2.5027 -0.1937 2.5901 0.081
```